{"formula": "C33H40BrN6O7ReS2Sb", "method": "ωB97M-V/def2-TZVPD", "elements": ["Re", "S", "C", "C", "C", "C", "N", "C", "C", "C", "S", "C", "N", "H", "H", "O", "N", "Br", "C", "C", "N", "C", "C", "C", "C", "O", "O", "H", "H", "H", "C", "C", "C", "Sb", "C", "C", "C", "C", "C", "C", "H", "H", "H", "H", "H", "H", "H", "H", "H", "H", "H", "H", "H", "H", "H", "H", "H", "H", "H", "H", "H", "N", "C", "C", "N", "H", "H", "H", "H", "H", "H", "H", "H", "H", "O", "C", "O", "C", "C", "C", "C", "O", "C", "O", "C", "C", "H", "H", "H", "H", "H"], "coordinates": [[-0.42, 0.29, 1.53], [-2.47, 1.25, 1.97], [-2.80, 0.85, 0.27], [-4.15, 0.81, -0.25], [-4.41, 0.90, -1.57], [-5.77, 0.78, -2.04], [-6.84, 0.65, -2.43], [-3.36, 1.20, -2.54], [-2.08, 1.37, -2.16], [-1.63, 1.13, -0.80], [-0.12, 1.81, -0.16], [-3.73, 1.42, -3.91], [-3.99, 1.59, -5.01], [-4.96, 0.75, 0.46], [-1.36, 1.76, -2.87], [-2.35, -1.25, -0.81], [-1.81, -0.18, -0.12], [6.86, -0.85, 4.27], [5.47, 0.08, 3.42], [5.74, 0.86, 2.30], [4.79, 1.53, 1.65], [3.54, 1.43, 2.08], [3.18, 0.67, 3.19], [4.17, -0.03, 3.88], [1.76, 0.48, 3.54], [1.43, -0.31, 4.44], [0.89, 1.15, 2.85], [6.75, 0.95, 1.93], [2.79, 1.98, 1.53], [3.92, -0.64, 4.73], [-4.27, -2.60, -2.79], [-2.86, -2.76, -3.37], [-2.58, -1.77, -4.50], [-1.39, -2.69, -1.80], [0.33, -1.96, -2.89], [0.71, -3.11, -3.83], [1.52, -1.39, -2.16], [-1.86, -4.60, -0.90], [-1.41, -5.66, -1.90], [-1.39, -4.92, 0.50], [-5.00, -2.80, -3.58], [-4.44, -1.59, -2.43], [-4.48, -3.29, -1.97], [-2.76, -3.78, -3.76], [-2.40, -0.76, -4.13], [-3.45, -1.72, -5.16], [-1.73, -2.06, -5.11], [-0.18, -1.17, -3.45], [1.23, -3.90, -3.29], [1.39, -2.73, -4.59], [-0.14, -3.54, -4.36], [2.05, -2.17, -1.60], [1.26, -0.57, -1.49], [2.21, -1.00, -2.91], [-2.95, -4.51, -0.91], [-0.32, -5.72, -1.96], [-1.81, -5.51, -2.91], [-1.77, -6.63, -1.56], [-0.31, -4.98, 0.55], [-1.80, -5.90, 0.77], [-1.74, -4.20, 1.24], [-0.71, -0.42, 5.92], [-1.41, -1.64, 5.42], [-1.89, -1.46, 3.99], [-0.79, -1.43, 2.98], [-1.31, 0.40, 5.90], [0.17, -0.24, 5.31], [-0.39, -0.54, 6.89], [-2.27, -1.83, 6.06], [-0.72, -2.47, 5.52], [-2.48, -0.55, 3.91], [-2.56, -2.28, 3.76], [-0.86, -2.24, 2.37], [0.12, -1.49, 3.45], [1.21, -0.89, 1.22], [1.23, -2.10, 0.75], [0.19, -2.65, 0.34], [2.54, -2.77, 0.80], [2.62, -4.14, 1.00], [3.85, -4.79, 1.15], [4.97, -4.00, 1.08], [6.26, -4.38, 1.20], [7.06, -3.20, 1.04], [6.15, -2.10, 0.87], [4.90, -2.62, 0.89], [3.71, -1.97, 0.76], [1.71, -4.72, 1.05], [3.92, -5.85, 1.32], [7.68, -3.30, 0.15], [7.65, -3.04, 1.94], [3.66, -0.90, 0.62]], "mulliken_spin": [1.029, -0.093, 0.034, 0.003, 0.004, -0.001, 0.001, 0.006, 0.015, -0.037, -0.020, 0.001, 0.000, 0.000, 0.000, 0.003, -0.019, 0.000, 0.000, 0.001, -0.001, 0.003, -0.014, 0.002, 0.022, 0.008, 0.016, 0.000, -0.004, 0.000, -0.001, 0.000, 0.000, -0.029, -0.001, 0.000, 0.006, -0.001, 0.000, 0.000, 0.000, 0.000, 0.000, 0.000, 0.000, 0.000, 0.000, 0.000, 0.000, 0.000, 0.000, -0.001, -0.003, 0.001, 0.000, 0.000, 0.000, 0.000, 0.000, 0.000, -0.001, 0.001, -0.002, 0.008, -0.034, 0.000, 0.000, 0.000, 0.000, 0.000, -0.006, 0.002, 0.000, -0.001, 0.080, 0.011, 0.025, -0.016, 0.000, 0.000, 0.000, 0.000, 0.000, 0.000, 0.000, 0.000, 0.000, 0.000, 0.000, 0.000, 0.001], "s_squared": 1.08, "orbital_gap_ev": [5.75, 6.27], "charge": 2, "fmax_ev_per_a": 0.4, "multiplicity": 2, "relative_energy_ev": 0.975, "molar_mass_g_mol": 1084.72, "total_energy_ha": -5825.02769}